[1]
ORCA calculation (ωB97M-V with the def2-TZVPD basis set) on a molecular structure, C35H41IN4O3Ti in a non-equilibrium geometry.

Lowest unoccupied orbital energy (alpha / beta)   0.45 / 0.44 eV
Gap between HOMO and LUMO (alpha / beta)   5.7053 / 7.7579 eV
Multiplicity   3
E_HOMO (alpha / beta)   -5.3 / -7.3 eV
Energy above the lowest of the compared OMol25 structures with the same formula, charge and spin   0.00 kJ/mol
⟨S²⟩   2.011

```
85
Properties=species:S:1:pos:R:3:forces:R:3
Ti -0.384 -0.616 0.038 0.920 -0.285 0.288
C -0.869 4.291 1.658 0.015 -0.005 -0.004
C 0.357 3.885 2.474 0.026 -0.025 -0.032
C -0.052 3.629 3.926 0.001 0.004 -0.024
C 1.118 2.716 1.858 0.012 0.018 0.001
C 1.930 1.896 2.642 0.002 0.003 -0.010
C 2.706 0.893 2.082 -0.005 -0.009 0.004
C 2.717 0.672 0.708 0.060 -0.002 -0.057
C 3.655 -0.322 0.082 -0.036 -0.018 -0.007
C 1.896 1.472 -0.083 -0.001 0.091 0.117
C 1.102 2.466 0.487 0.010 -0.023 0.019
H -1.417 5.083 2.172 0.007 0.001 -0.014
H -1.535 3.434 1.546 -0.074 -0.061 -0.009
H -0.610 4.661 0.666 -0.020 -0.028 0.011
H 1.050 4.735 2.470 -0.030 0.026 0.034
H -0.622 2.700 4.011 -0.029 -0.026 -0.013
H -0.685 4.441 4.286 0.018 0.007 0.002
H 0.806 3.567 4.595 -0.007 -0.024 -0.004
H 1.976 2.046 3.713 -0.001 -0.005 0.006
H 3.334 0.283 2.723 -0.007 0.000 0.002
H 4.654 0.109 -0.014 -0.006 0.009 -0.011
H 3.313 -0.606 -0.914 -0.010 -0.008 0.003
H 3.742 -1.226 0.683 0.006 -0.003 0.013
H 1.918 1.351 -1.158 -0.096 -0.036 -0.012
H 0.488 3.069 -0.171 0.002 -0.017 0.001
C -5.483 5.814 0.195 0.010 0.002 -0.010
O -4.672 4.733 -0.229 -0.029 0.010 0.020
C -5.085 4.029 -1.325 0.029 -0.002 0.002
C -6.187 4.339 -2.098 -0.012 0.011 -0.003
C -6.517 3.536 -3.188 -0.010 -0.014 -0.013
C -5.751 2.427 -3.483 -0.001 0.005 -0.004
C -4.642 2.107 -2.704 0.009 0.009 0.021
C -4.288 2.910 -1.629 -0.043 -0.002 -0.029
N -3.202 2.673 -0.783 0.050 -0.013 0.067
C -2.288 1.626 -0.871 0.073 0.136 0.170
N -1.706 1.556 -2.080 -0.017 0.056 0.010
C -0.774 0.676 -2.709 0.120 -0.033 -0.041
C -0.019 -0.283 -2.034 -0.300 0.352 -0.491
C 0.895 -0.988 -2.843 -0.019 -0.102 0.050
C 1.036 -0.764 -4.198 0.021 0.016 0.000
C 0.257 0.197 -4.842 0.001 -0.010 -0.011
C -0.651 0.916 -4.091 0.005 0.008 0.044
O -1.471 1.895 -4.602 -0.015 0.005 -0.025
C -1.383 2.165 -5.986 0.002 0.012 0.011
N -1.955 0.890 0.160 -0.245 0.216 -0.257
C -2.734 0.795 1.334 0.042 0.078 0.108
C -4.082 1.126 1.502 0.071 -0.038 -0.107
C -4.721 0.992 2.728 -0.013 -0.002 0.030
C -4.036 0.508 3.825 -0.017 0.010 -0.040
C -2.715 0.105 3.678 0.045 -0.030 -0.001
C -2.088 0.220 2.450 0.015 0.030 0.036
O -0.813 -0.243 2.225 -0.139 0.216 -0.009
C -0.104 -0.821 3.324 0.012 -0.004 -0.015
H -5.023 6.201 1.100 0.004 0.002 0.002
H -6.500 5.481 0.416 0.004 -0.003 0.003
H -5.515 6.603 -0.560 0.000 -0.005 -0.002
H -6.794 5.201 -1.863 0.004 -0.005 -0.004
H -7.379 3.786 -3.792 0.007 -0.003 0.004
H -6.007 1.792 -4.321 0.001 0.001 0.002
H -4.054 1.231 -2.939 -0.007 0.006 -0.002
H -3.239 3.156 0.100 -0.053 -0.061 0.062
H -2.000 2.298 -2.700 0.016 0.016 0.008
H 1.520 -1.750 -2.386 -0.012 -0.012 -0.005
H 1.756 -1.333 -4.775 -0.005 -0.001 0.002
H 0.367 0.368 -5.903 0.002 0.005 0.007
H -2.113 2.945 -6.191 0.000 0.001 -0.001
H -1.623 1.278 -6.577 -0.003 -0.003 0.002
H -0.386 2.520 -6.258 0.001 -0.004 0.002
H -4.669 1.467 0.664 0.025 0.057 -0.098
H -5.765 1.266 2.809 0.007 -0.003 0.003
H -4.523 0.411 4.786 -0.002 0.002 -0.005
H -2.190 -0.319 4.521 0.011 0.002 -0.006
H 0.856 -1.129 2.925 0.004 0.004 -0.011
H -0.636 -1.694 3.698 -0.001 -0.011 0.002
H 0.037 -0.077 4.108 -0.011 0.016 0.002
I -0.024 -4.080 1.522 -0.013 0.025 -0.001
C 0.939 -2.361 0.525 0.168 -0.072 0.219
H 1.832 -2.277 1.151 0.031 -0.011 -0.002
H 1.279 -2.834 -0.402 -0.004 0.012 -0.019
C -3.893 -3.614 -0.170 0.032 -0.071 -0.033
C -2.821 -2.640 -0.268 -0.031 0.065 -0.046
N -1.956 -1.883 -0.298 -0.577 -0.459 0.090
H -4.716 -3.203 0.413 0.004 0.000 0.000
H -3.507 -4.505 0.327 -0.002 0.000 0.005
H -4.254 -3.884 -1.161 -0.001 0.004 0.005
```
Positions in Å, forces in eV/Å.


[2]
ORCA calculation (ωB97M-V with the def2-TZVPD basis set) on a molecular structure, C35H42ClN3O4P2Ti.

Lowest unoccupied orbital energy (alpha / beta)   0.04 / -0.12 eV
Gap between HOMO and LUMO (alpha / beta)   6.4227 / 7.1808 eV
Multiplicity   3
E_HOMO (alpha / beta)   -6.4 / -7.3 eV
Energy above the lowest of the compared OMol25 structures with the same formula, charge and spin   0.00 kJ/mol
⟨S²⟩   2.009

```
88
Properties=species:S:1:pos:R:3:forces:R:3
Ti -0.259 -0.145 0.681 -0.043 -0.436 -0.367
C -3.188 3.965 -0.802 -0.004 0.035 0.028
C -2.213 3.287 0.157 0.052 -0.016 -0.054
C -0.789 3.768 -0.123 -0.033 0.024 0.015
P -2.235 1.431 0.193 -0.076 -0.013 0.043
C -3.644 0.976 1.316 -0.005 -0.024 -0.060
C -4.921 1.809 1.244 0.021 -0.017 0.056
C -3.948 -0.514 1.150 -0.022 0.060 -0.044
C -2.685 0.786 -1.450 0.004 -0.007 0.102
C -3.888 1.083 -2.095 -0.007 -0.029 -0.030
C -4.286 0.424 -3.243 0.039 0.002 0.008
C -3.468 -0.585 -3.744 -0.014 0.015 0.035
C -2.273 -0.892 -3.129 -0.042 -0.105 -0.058
C -1.827 -0.203 -1.986 -0.069 0.071 -0.088
N -0.626 -0.526 -1.356 0.018 0.023 0.104
C 0.418 -1.048 -2.126 -0.009 -0.080 -0.055
C 0.614 -0.680 -3.467 0.052 0.082 -0.111
C 1.687 -1.154 -4.199 0.027 0.016 0.028
C 2.614 -2.016 -3.623 -0.033 -0.015 0.006
C 2.440 -2.384 -2.299 -0.017 -0.002 -0.026
C 1.369 -1.915 -1.542 0.023 0.006 0.098
P 1.128 -2.254 0.235 0.080 0.067 -0.110
C 0.199 -3.856 0.326 -0.110 0.084 -0.048
C 0.525 -4.832 -0.800 0.016 -0.025 0.012
C -1.302 -3.553 0.379 0.051 -0.063 -0.001
C 2.765 -2.605 1.025 0.009 -0.011 -0.040
C 3.759 -1.486 0.716 0.026 -0.076 -0.034
C 3.386 -3.987 0.831 0.037 0.011 0.067
H -3.099 5.049 -0.701 0.000 -0.007 -0.011
H -4.226 3.699 -0.606 0.010 0.019 -0.017
H -2.956 3.705 -1.836 -0.007 0.005 0.013
H -2.473 3.560 1.186 -0.001 0.012 0.023
H -0.458 3.438 -1.112 0.014 0.003 -0.002
H -0.087 3.387 0.618 0.025 -0.003 0.006
H -0.744 4.859 -0.106 -0.006 -0.017 -0.006
H -3.204 1.114 2.309 0.026 0.010 0.022
H -5.425 1.696 0.284 -0.003 -0.001 -0.018
H -4.732 2.868 1.422 -0.028 -0.012 -0.009
H -5.614 1.464 2.015 -0.002 0.020 -0.009
H -4.416 -0.710 0.183 0.004 0.002 0.011
H -4.628 -0.846 1.937 -0.005 0.003 -0.003
H -3.046 -1.121 1.224 0.020 -0.033 0.017
H -4.533 1.848 -1.687 -0.015 -0.013 0.015
H -5.219 0.676 -3.728 -0.002 -0.007 0.008
H -3.771 -1.144 -4.621 0.004 0.003 0.003
H -1.655 -1.686 -3.533 -0.108 0.021 0.031
H -0.094 -0.004 -3.932 0.110 -0.015 0.011
H 1.805 -0.840 -5.229 -0.005 -0.008 0.009
H 3.449 -2.396 -4.195 0.000 0.009 0.009
H 3.154 -3.058 -1.846 0.013 -0.001 0.005
H 0.497 -4.292 1.285 -0.005 0.005 0.026
H 0.207 -4.426 -1.762 0.000 -0.007 0.004
H -0.002 -5.775 -0.639 0.006 0.011 -0.009
H 1.592 -5.049 -0.868 -0.056 -0.002 -0.035
H -1.620 -3.006 -0.513 -0.004 -0.010 -0.008
H -1.549 -2.956 1.259 -0.010 0.012 0.010
H -1.877 -4.480 0.427 0.003 0.010 -0.001
H 2.496 -2.522 2.085 -0.007 0.003 0.016
H 4.155 -1.576 -0.297 -0.019 0.024 0.031
H 4.600 -1.522 1.412 -0.006 -0.017 -0.007
H 3.292 -0.506 0.799 -0.006 0.062 0.014
H 3.714 -4.159 -0.193 0.002 0.004 -0.011
H 2.699 -4.786 1.108 0.038 -0.002 -0.003
H 4.268 -4.073 1.472 -0.005 -0.016 -0.011
O 0.395 1.581 6.225 -0.260 -0.034 -0.140
C 1.274 2.246 5.502 -0.209 0.146 -0.157
O 1.977 3.108 5.964 0.105 -0.075 0.052
C 1.337 1.911 4.041 -0.138 -0.206 0.100
C 2.158 2.523 3.119 0.067 0.099 -0.145
Cl 3.204 3.836 3.340 0.050 0.053 -0.033
N 1.939 1.961 1.895 0.013 0.004 0.071
N 0.975 1.031 1.998 0.018 0.079 0.402
C 0.613 0.967 3.277 0.050 0.015 -0.240
C -0.430 -0.072 3.604 -0.160 -0.118 -0.144
O -0.743 -0.263 4.780 -0.127 0.198 0.061
O -0.890 -0.691 2.587 0.192 0.225 0.289
C 2.667 2.029 0.665 0.023 0.055 -0.030
C 2.024 1.697 -0.522 -0.047 -0.113 -0.045
C 2.744 1.657 -1.705 0.042 -0.038 -0.048
C 4.099 1.950 -1.717 -0.035 -0.003 0.055
C 4.736 2.264 -0.526 0.014 0.000 -0.040
C 4.029 2.294 0.665 0.061 0.013 0.082
H -0.163 0.936 5.683 0.425 -0.148 0.197
H 0.963 1.460 -0.578 -0.003 0.210 0.116
H 2.236 1.374 -2.617 -0.012 -0.009 -0.005
H 4.655 1.914 -2.644 -0.003 0.001 0.005
H 5.799 2.469 -0.515 -0.019 0.000 0.015
H 4.546 2.494 1.591 0.005 0.000 -0.017
```
Positions in Å, forces in eV/Å.